Below is a molecular structure, C18H28B2Br2CrMnN8O32 at a distorted geometry, with properties calculated with ωB97M-V/def2-TZVPD.

```
92
Properties=species:S:1:pos:R:3:forces:R:3
H 1.7736 6.8369 -2.7741 0.041 -0.634 0.089
O 1.5005 -6.6996 1.3103 -0.711 0.846 -1.877
C -4.1182 -5.6521 2.1184 -0.474 0.374 0.027
O 0.0099 -6.2056 -0.1978 -0.206 -0.704 -0.260
O -5.1400 0.2683 -1.5393 0.117 -0.690 0.805
O 1.9800 5.4205 3.6214 1.426 -1.463 -1.898
Br 6.4768 3.6377 0.6071 0.108 -0.465 -1.189
B -4.3084 -0.4655 -2.5007 0.066 0.455 1.540
C -0.4242 1.6438 -1.2366 -1.612 1.675 -1.644
O -2.8449 -5.8664 0.1871 -0.029 0.026 -0.985
O -3.3779 -1.5235 -1.8993 -0.423 -2.253 -0.031
H 1.7499 7.9932 -1.5118 -0.129 -0.283 0.607
O -1.2984 -2.7725 5.3674 -0.615 0.535 1.121
O -5.6947 -3.3170 -3.7801 1.993 2.476 1.433
O 1.0673 3.9254 -3.7320 -2.217 0.342 -0.343
H -3.5584 2.7657 0.7619 0.060 0.844 -0.096
O -0.5009 -1.6896 -0.9716 0.037 -0.653 0.694
C 5.3482 1.5132 -1.0289 1.091 0.266 1.206
C -1.3446 -1.9020 1.1876 -2.112 -1.439 4.902
H -0.3970 -4.3725 3.7417 -0.458 0.660 0.579
O -3.1285 -7.6629 1.4594 -0.414 4.387 -1.607
H -2.0614 2.0337 1.2771 0.395 0.424 0.047
C -0.9732 -2.5834 -0.1334 0.215 -2.774 -1.566
N 1.8958 -2.6698 2.9557 0.718 -0.389 2.529
N -2.0104 4.1688 1.3159 0.593 1.915 -1.822
H 6.3830 3.1039 -1.9274 0.214 0.561 0.270
O 3.9124 5.5759 2.6348 0.014 -0.212 0.354
N 2.1845 3.5617 -3.9778 2.608 0.031 0.942
H 7.5569 2.0729 -1.1276 -0.332 -0.259 0.357
O -0.8008 4.2150 1.0762 -0.501 -1.113 0.470
C -5.0303 -2.4194 -3.2564 -1.629 -4.709 -1.230
O -1.2282 0.6285 -1.0819 0.629 0.254 0.106
H -3.0944 2.7978 2.4523 -0.009 0.268 -0.005
H 1.9812 -2.3263 0.8620 0.087 0.230 0.172
O 1.5561 -3.8506 2.8252 0.103 1.126 -0.547
H 4.3994 2.0009 -0.8053 0.272 0.207 -0.001
O 1.8458 2.1126 -0.6180 2.336 2.320 -0.315
N -1.2350 -3.9171 5.7494 0.600 -0.819 0.458
O -5.1856 -1.1453 -3.3436 -0.610 -0.276 -1.246
C -3.7975 -2.7210 -2.3068 -0.342 1.741 -0.385
H 3.5320 -2.1516 1.7895 -0.070 -0.190 -0.148
N -3.3053 -6.4399 1.1720 0.899 -4.261 1.880
O -0.7106 2.6560 -1.8720 -0.063 0.137 -0.064
C -4.9516 1.5476 -1.6470 -2.123 2.861 1.614
N 1.1356 -6.0996 0.3108 -0.776 -0.357 1.922
H 2.4293 -4.4884 0.4873 -0.121 -0.175 -0.027
O -5.5409 2.4703 -1.0722 1.898 -2.542 -1.534
O -1.1965 -0.6022 0.9801 0.572 -0.510 -0.082
C -2.7117 2.8938 1.4362 -0.255 -1.795 0.830
H 5.2091 0.9286 -1.9383 0.498 -0.100 0.103
H 1.8035 3.3976 2.1475 0.147 -0.196 -0.094
H -4.3597 -6.3002 2.9608 -0.162 0.150 -0.331
O -3.3504 2.8112 -2.8908 1.526 1.968 -1.345
C -0.7183 -4.8395 4.6727 -0.073 -0.669 0.552
O -0.3282 7.2730 -0.5472 1.737 -2.728 -2.625
Br 5.6669 0.3216 0.5179 -0.442 -0.303 -0.517
H -3.6422 -4.7275 2.4451 0.631 -0.241 -0.184
O -2.6847 5.1805 1.2908 -0.289 -0.635 0.498
O 3.1607 4.0913 -3.4697 -0.605 -0.504 -0.631
H 2.3922 1.5103 -4.1828 -0.076 -0.058 -0.308
H 3.3619 3.6561 1.2696 -0.084 0.336 0.152
C 2.0340 -5.1296 -0.3006 0.842 -0.203 -0.004
Cr -1.6800 4.4265 -3.2121 0.955 -2.141 2.724
H 3.4312 2.5513 -5.2477 -0.251 -0.425 -0.204
C 2.4293 2.3619 -4.8623 -0.163 1.288 0.396
O 1.9614 -2.1000 4.0588 -0.368 -0.879 -2.529
H 2.8236 -5.7992 -0.6417 0.307 0.557 -0.470
N 0.2764 6.5068 -1.3382 -1.542 4.005 3.303
H 2.3330 -0.8973 1.9949 -0.157 -0.105 -0.459
O -3.4885 0.5306 -3.1237 0.619 2.768 -0.634
C 2.4703 4.1255 1.6853 -1.188 -1.322 0.394
O -3.3390 -3.8440 -2.0542 0.184 0.788 -0.393
H -1.5649 -5.4956 4.4706 0.447 -0.517 0.214
C 2.4599 -1.9559 1.7686 -0.118 0.393 0.822
O 0.8761 0.2202 -0.1128 -1.026 -3.010 0.901
H 1.8423 4.6076 0.9360 0.327 0.351 0.100
O -1.0804 -3.8041 -0.4212 -0.016 2.638 0.396
H 1.6210 2.4283 -5.5905 0.316 -0.557 -0.069
Mn -1.9500 -5.3979 -1.8402 -0.026 1.297 2.806
O -0.2424 5.4874 -1.7877 -0.919 -1.104 -1.464
N 2.8175 5.0619 2.7595 -0.625 2.471 0.998
O -1.4829 -4.3935 6.8837 0.394 1.350 -2.777
H -4.9623 -5.3129 1.5178 -0.327 -0.298 0.251
C 0.9277 1.4005 -0.6107 -1.475 -0.686 -0.215
B -0.4948 -0.3898 -0.2878 0.084 1.000 0.396
O -1.7599 -2.4264 2.2660 1.818 1.793 -5.124
C -3.8470 1.7372 -2.6764 0.250 -2.043 0.417
H 2.4204 6.3397 -1.1562 -0.301 -0.111 -0.017
C 1.6703 6.9212 -1.6923 0.001 0.450 -0.922
H 0.1754 -5.2868 5.1078 -0.419 -0.596 -0.030
C 6.5578 2.4992 -1.0375 -1.540 0.085 -0.233
H 1.5049 -4.5759 -1.0762 0.252 -0.250 0.105
```
Forces are in eV/Å.

relative energy (zero: lowest compared OMol25 entry of this formula, charge and spin) = 184.3 kJ/mol
DFT total energy = -297709.123 eV
highest occupied orbital energy (alpha / beta) = -13.3 / -13.3 eV
orbital gap (alpha / beta) = 3.707 / 5.256 eV
charge = +2
2S+1 = 10
LUMO level (alpha / beta) = -9.581 / -8.031 eV

Listed below, in e, are the Mulliken charges computed for each atom: 0.260, -0.443, -0.699, -0.497, -0.480, -0.548, -0.119, 1.158, 0.103, -0.262, -0.041, 0.315, -0.474, -0.566, -0.348, 0.180, -0.594, -0.314, 0.537, -0.132, -0.402, -0.096, 0.202, 1.072, 0.728, 0.361, -0.516, 0.720, 0.396, -0.346, 0.232, -0.687, 0.404, 0.009, -0.511, -0.045, -0.447, 0.912, -0.543, 0.602, 0.506, 0.655, 0.834, 0.623, 0.878, 0.138, -0.608, -0.653, -0.374, 0.485, 0.201, 0.315, -0.582, -0.369, -0.332, -0.158, 0.242, -0.525, -0.470, 0.234, -0.003, -0.655, 1.431, 0.329, -0.745, -0.540, 0.368, 0.512, 0.234, -0.418, 0.011, -0.602, 0.267, -0.737, -1.542, -0.048, 0.214, 0.299, 1.380, -0.123, 0.905, -0.553, 0.316, 0.013, 2.123, -0.620, 0.471, 0.296, -0.689, 0.342, -0.574, 0.217